{
  "formula": "C43H93N5O9",
  "method": "the ωB97M-V functional and the def2-TZVPD basis",
  "e_tot_ev": -71956.346,
  "e_lumo_ev": -4.24,
  "total_charge": 2,
  "spin_multiplicity": 1,
  "symbols": ["O", "H", "H", "H", "H", "H", "H", "H", "H", "C", "C", "H", "H", "H", "C", "H", "C", "H", "C", "H", "C", "C", "C", "C", "H", "C", "H", "H", "H", "H", "H", "O", "H", "H", "N", "H", "H", "H", "N", "H", "H", "C", "O", "C", "H", "H", "H", "H", "H", "H", "H", "C", "H", "H", "H", "H", "H", "H", "H", "H", "C", "C", "H", "H", "H", "C", "C", "H", "C", "H", "H", "C", "N", "H", "O", "C", "C", "H", "H", "C", "H", "C", "C", "C", "C", "C", "H", "H", "C", "C", "H", "H", "H", "C", "H", "C", "H", "C", "H", "H", "C", "H", "H", "O", "O", "H", "H", "H", "H", "H", "H", "H", "C", "C", "O", "H", "H", "H", "H", "C", "N", "H", "H", "H", "H", "C", "H", "H", "H", "H", "C", "H", "O", "C", "O", "H", "H", "H", "N", "H", "C", "C", "H", "H", "H", "H", "C", "H", "C", "H"],
  "coordinates": [[-0.1591, -1.6148, -0.5665], [-9.3870, 2.0172, -1.0425], [4.0347, 3.7653, 5.1548], [0.6957, 4.0745, 1.8989], [5.2855, -1.2423, -3.5603], [0.2580, 0.6967, 6.9390], [-0.5715, -2.1639, 4.3712], [0.8438, 0.1873, -5.9797], [4.0018, 0.7272, -0.0830], [-0.2298, 1.8236, 5.0726], [2.0730, 3.8065, 4.2901], [-1.5625, 2.0233, -1.1178], [7.0241, 0.7731, -3.3970], [-2.2001, -4.3102, 0.5220], [-0.5511, 0.7681, 6.2121], [-5.3025, 3.6308, -0.0514], [-3.1450, 3.2723, -0.3806], [0.3780, -4.4593, 5.3434], [2.3971, -3.3355, -4.2663], [-2.5344, -2.8370, -3.7738], [-2.0111, -1.9024, -3.5716], [0.4056, 3.1787, 2.4480], [-2.4225, -4.9206, 3.9123], [-6.0281, 1.6199, -1.6430], [4.3291, 3.9878, -2.9186], [-2.4995, 1.9498, -0.5657], [-2.1290, 1.4735, 0.3421], [0.5498, -4.0028, -3.4249], [-0.6652, -4.9862, 1.8263], [-1.2783, -1.6682, -6.8791], [1.7426, 4.7533, 3.8630], [3.1408, -1.2579, 2.5474], [-2.2035, 0.9606, -5.9755], [0.8347, 0.5640, 3.6592], [-1.6774, -3.7491, 3.3041], [6.5508, -0.2726, -1.6939], [2.3424, -4.1561, -4.9817], [2.2468, -1.5791, 2.4090], [5.0709, 0.7535, -2.6636], [5.3350, 3.3256, -1.7259], [2.9414, -3.9595, -3.5575], [-7.3074, 2.3032, -1.0751], [2.0950, -2.3161, 4.1083], [0.9190, 4.0452, -1.6235], [-4.8502, -2.6078, 0.5710], [-0.7645, -0.2406, 5.8586], [-2.5679, -1.0060, -3.2985], [-2.9486, 4.1178, -1.0399], [0.6511, -0.4287, -3.7154], [-2.2956, -5.5283, 6.1115], [-5.6116, 2.1408, -2.5051], [2.7203, 2.1437, 2.5692], [6.1602, 1.0001, 1.4316], [-1.1294, 1.6440, 4.4839], [4.4081, -0.9473, -0.2081], [-3.4185, -4.5403, 4.1392], [-0.3976, 3.4316, 3.1401], [-0.2623, 2.7519, 5.6429], [-7.5595, 2.2090, -0.0188], [4.0790, 4.7001, 3.7102], [5.8030, 0.0194, 1.1174], [-4.5218, 2.8846, 0.0959], [1.6303, 3.5340, 5.2482], [0.9070, 2.4772, -0.6321], [6.8237, 3.2473, -3.2196], [-1.6153, -5.3215, 5.2854], [-5.1674, 0.4005, 0.4784], [-0.2959, -1.9333, 0.3288], [-4.1490, -3.3068, 0.1153], [0.0871, 1.5866, -5.0773], [-4.6908, -4.1172, -0.3725], [6.0980, 1.2263, -3.7506], [-0.9641, -1.5050, -4.6813], [-2.5109, -5.7815, 3.2497], [0.9879, 0.3902, -0.5801], [-8.5719, 2.0082, -1.7661], [-0.0265, -2.6461, -4.9450], [-1.4824, 0.8620, 6.7706], [-7.3003, 3.3799, -1.2447], [4.8580, 3.0674, -2.6714], [0.9764, -2.4361, -2.9303], [5.7947, 0.4539, -1.3961], [4.4594, -0.5756, -3.3131], [-0.4422, -4.2320, 2.5810], [3.1020, -1.7121, 3.7773], [3.9315, 2.5035, 3.3757], [2.5058, 1.1485, 2.1796], [-1.4305, -2.0726, -2.6650], [4.8511, 0.0458, -0.1327], [-0.2641, -0.2138, -4.2671], [-3.5616, 1.3794, -2.3084], [-2.1549, -2.6957, 4.9217], [3.2725, 1.8404, -1.7735], [-1.2811, 0.4311, -6.2141], [2.7951, 2.6717, 1.6186], [0.9326, -3.0624, -3.8213], [3.3709, 1.7661, -3.5265], [-2.5327, -3.0195, 2.3455], [-4.4961, 2.7555, 1.1779], [-3.3348, 0.0471, -1.2751], [-0.6445, -4.1582, 5.5711], [-1.0457, -6.2410, 5.1506], [-0.8343, 0.3801, -3.5529], [1.3275, 3.3320, -0.5129], [0.5440, 3.4142, -2.6802], [3.7737, -1.0109, -2.5862], [-3.3769, -2.4919, 2.7894], [3.0926, -2.5263, -4.4888], [3.8996, -0.2674, -4.1961], [6.7333, -0.5133, 0.9202], [5.7263, 0.9460, -4.7362], [-4.2854, 0.2159, 1.0916], [-0.0311, 0.5708, -5.4547], [0.5144, -0.6224, -0.0368], [4.1137, -1.6587, 4.5236], [5.3067, -0.3473, 2.0159], [5.7244, 3.2153, -4.6339], [-6.2666, 0.6513, -2.0826], [-5.1869, -0.5165, -0.1105], [-3.5135, 1.1221, -1.2503], [-4.8682, 1.4968, -0.5806], [-2.6855, 3.6854, 0.5173], [-1.9236, -2.1960, 1.9728], [4.2172, 1.6840, 4.0352], [-0.6149, -3.4486, -5.3898], [-2.9943, -3.8849, 1.1357], [-0.7167, -3.8872, 6.6244], [0.4713, -2.1929, -5.8023], [-3.5081, -4.7727, 1.5045], [6.1704, 1.4390, -1.1195], [-1.1881, -3.0432, 4.5574], [-5.9252, 0.6502, 1.2211], [0.5240, -0.6035, 1.2254], [5.9626, 2.7571, -3.6740], [1.0431, 5.2860, -1.7043], [0.0151, -3.3303, 2.1737], [1.6489, 0.9890, 4.8738], [4.7571, 2.5944, 2.6698], [1.5143, 2.6496, 3.3749], [0.3514, 2.4136, 1.6736], [-1.6691, -1.0646, -6.0600], [3.9643, 1.8475, -2.6159], [-2.7556, -1.1244, -5.9949], [-8.5301, 1.0216, -2.2276], [0.2884, -4.6524, 3.2721], [-8.8396, 2.7976, -2.4683], [0.9170, 1.4850, 4.2364], [-3.8332, -2.6859, -0.7230], [3.6458, 3.7956, 4.1370], [-1.2467, 0.7174, -7.2653]]
}


{
  "formula": "C17H26NO7",
  "method": "the ωB97M-V functional and the def2-TZVPD basis",
  "e_tot_ev": -33866.918,
  "e_lumo_ev": 1.47,
  "total_charge": -1,
  "spin_multiplicity": 1,
  "symbols": ["C", "N", "H", "H", "H", "C", "H", "C", "H", "H", "H", "C", "O", "H", "O", "C", "O", "H", "C", "C", "H", "C", "O", "H", "H", "O", "O", "H", "H", "C", "C", "C", "H", "C", "H", "H", "C", "H", "C", "C", "H", "H", "H", "H", "C", "H", "H", "H", "C", "H", "O"],
  "coordinates": [[5.7516, 1.4574, 0.6637], [8.6387, -0.6063, -0.0176], [-2.0757, 0.1376, -0.2252], [6.1654, -0.3830, 4.2272], [1.3279, -2.8916, 1.9970], [1.7251, -2.2406, 1.1371], [6.0075, -0.6342, -0.3356], [-7.8295, 0.5942, -3.2664], [-2.7204, -1.5613, 1.3655], [-6.2382, -0.5155, -4.2000], [3.3585, -1.5511, 2.4984], [6.3179, 0.4733, -0.5106], [3.6082, -0.7560, 0.5596], [-7.7181, 1.4967, -3.8732], [-3.5052, 0.1936, -1.7006], [2.7192, -1.0617, 1.6613], [-5.4725, 0.6744, -2.7216], [-2.9166, -0.3836, 2.6875], [-0.4432, 0.5277, 1.9126], [-6.5134, -1.2776, -2.1959], [-8.1443, 0.9234, -2.2719], [6.0204, 0.6440, 2.0311], [-5.1340, -1.3764, -1.8653], [0.9070, -1.8160, 0.4540], [-4.4631, 0.6274, 0.2684], [-0.9775, -0.7120, 2.1125], [-1.3173, 1.3354, 1.2474], [2.1674, -0.1604, 2.1070], [8.5311, 1.4603, -0.4161], [-2.3621, 0.4923, 0.7671], [5.9565, -0.0991, 3.1297], [3.3054, 0.5152, -0.0613], [4.1091, 2.5827, -0.3470], [-4.5980, -0.1378, -2.0628], [-7.0708, -1.0447, -1.2826], [-8.6206, -0.0248, -3.6956], [-2.3550, -0.6183, 1.7766], [2.3937, -2.9237, 0.4774], [-3.6745, 1.2462, 0.6949], [-6.5209, -0.1628, -3.2011], [-3.5649, 2.1472, 0.0860], [-3.9915, 1.5778, 1.6888], [3.7359, 2.2421, 1.4282], [6.0759, 0.8464, -1.5658], [7.9342, 0.4794, -0.3240], [-6.8828, -2.2179, -2.6089], [7.9731, -1.4009, 0.0687], [3.3527, 0.4817, -1.2225], [4.1842, 1.7582, 0.4721], [2.1954, 0.7795, 0.1747], [0.6482, 0.8630, 2.2774]]
}


{
  "formula": "C8H8N6O3PdS2",
  "method": "the ωB97M-V functional and the def2-TZVPD basis",
  "e_tot_ev": -48655.747,
  "e_lumo_ev": [-0.62, -1.07],
  "s_squared": 2.012,
  "spin_multiplicity": 3,
  "symbols": ["N", "N", "H", "N", "O", "C", "H", "H", "C", "H", "O", "C", "C", "S", "O", "H", "Pd", "N", "C", "C", "N", "C", "N", "H", "H", "H", "S", "C"],
  "coordinates": [[-1.4271, 3.7871, -2.0070], [2.4695, 2.4070, -0.7528], [3.3406, -0.4189, 0.5728], [-0.2164, -1.8866, -1.1712], [-0.6257, -1.5626, -2.2665], [0.0231, 2.1875, -1.0315], [-0.6105, -5.1468, 2.2244], [-3.0086, 1.0305, -0.9142], [-1.2495, -1.9858, 2.2013], [-3.4160, 3.2336, -2.0463], [0.2861, -2.9636, -0.9111], [-0.2073, 3.4097, -1.6488], [2.8093, 0.4141, 0.1436], [-2.5747, -1.0698, 1.6208], [-1.3684, -3.2931, 2.0818], [0.6145, 4.0843, -1.8530], [-0.4719, -0.5132, 0.4858], [-0.9798, 1.3499, -0.7653], [-2.4165, 2.9401, -1.7512], [1.3569, 1.7212, -0.6350], [1.5189, 0.4878, -0.0862], [-0.2402, -4.1355, 2.3598], [3.3866, 1.5480, -0.2688], [0.5525, -3.9194, 1.6457], [4.3602, 1.8015, -0.2496], [0.1112, -3.9816, 3.3783], [0.1843, -1.2439, 2.7709], [-2.2014, 1.7186, -1.1270]]
}


{
  "formula": "C54H43AsF3N7PS4Tl",
  "method": "the ωB97M-V functional and the def2-TZVPD basis",
  "e_tot_ev": -193446.995,
  "e_lumo_ev": 3.21,
  "total_charge": -2,
  "spin_multiplicity": 1,
  "symbols": ["C", "C", "C", "H", "C", "H", "H", "H", "C", "H", "N", "H", "C", "H", "H", "H", "C", "C", "H", "C", "H", "C", "C", "H", "C", "C", "F", "C", "H", "H", "C", "C", "C", "C", "H", "C", "C", "C", "H", "H", "H", "H", "C", "N", "C", "H", "C", "H", "H", "C", "H", "H", "C", "S", "C", "C", "C", "S", "S", "H", "H", "C", "H", "C", "C", "H", "N", "C", "N", "H", "H", "H", "C", "C", "F", "C", "H", "C", "H", "H", "N", "H", "C", "Tl", "C", "C", "F", "C", "H", "H", "H", "H", "H", "C", "C", "As", "C", "C", "C", "H", "H", "C", "C", "C", "C", "C", "P", "S", "C", "C", "N", "N", "C", "H"],
  "coordinates": [[0.3834, 1.0113, 2.1646], [-1.5615, 6.0147, 4.5981], [-0.7428, 2.6914, 3.0590], [-1.8007, -4.5533, 3.5336], [8.0501, 0.9748, -1.4472], [-4.3348, -3.7584, -3.8918], [4.6132, -2.1090, 1.6869], [-2.3506, -8.5461, 2.0935], [-1.1747, 3.6954, 4.0413], [-5.1606, -3.9252, -1.5598], [-2.9232, 0.0035, -1.9793], [-2.4050, 4.0093, 7.1905], [0.4039, -1.6482, 1.3358], [0.3886, 0.7190, 5.2005], [-2.3915, 3.9454, -2.4498], [4.1463, -0.8446, 2.8381], [-1.1780, -4.9030, 1.5110], [-6.6672, 1.9034, -2.6839], [3.1324, 2.8731, -5.8927], [-1.1454, 5.0481, 3.6979], [0.8915, -4.4469, 3.0833], [0.8863, -3.3601, 3.1382], [-1.0264, 2.5669, 1.7160], [2.2760, 4.1382, -3.9418], [5.9837, 0.0162, -0.6469], [-2.3471, -3.1995, -3.3108], [-6.5938, 2.8506, -3.6427], [-4.9260, 0.9797, -1.1277], [-2.3277, 6.4053, 6.5668], [8.6028, 1.8363, -1.7998], [2.6631, 0.0803, 0.7980], [6.6095, -1.2278, -0.5853], [-1.7129, 3.3200, -0.5238], [4.0319, 0.7334, -3.4299], [0.4124, -3.0547, 4.0741], [-2.0225, -7.5268, 1.9316], [-2.0445, 4.3069, 6.2137], [3.8905, 1.2586, -4.7056], [-3.3041, 3.9376, 2.4038], [4.4164, -0.2716, -3.3043], [6.2267, 2.0756, -1.1716], [-1.4332, -7.8677, -0.1062], [-1.7008, -5.2885, 2.7435], [2.4073, 0.7586, -0.2958], [-1.5095, -7.1474, 0.6977], [-5.5279, 1.2549, -0.2741], [3.5503, 1.4384, -2.3332], [-1.7013, 2.2910, 5.5765], [-2.6467, -0.0425, -4.0087], [-3.6661, -3.5460, -3.0653], [2.5098, 3.1879, -1.6647], [-4.3724, 5.1446, -1.5591], [-3.6925, 4.6385, -0.8852], [0.7241, -4.2956, -4.2418], [3.5722, 0.8505, -0.9859], [-1.4955, -2.9264, -2.2494], [2.9167, 2.6665, -2.5232], [3.4319, -2.1640, -5.3300], [0.1486, -0.7886, -4.6463], [-3.6346, -3.4592, 0.3248], [5.6843, -0.7217, 1.9605], [-0.7413, -3.5274, 1.2373], [-0.4534, -2.7020, -2.4496], [4.5661, 0.1844, -0.3109], [-1.9545, -3.0137, -0.9445], [0.8743, 2.4261, 5.1460], [-0.3226, -1.5615, 0.2452], [-2.5796, 3.9745, -1.3839], [0.1593, 1.6846, 3.3418], [4.1850, 0.6571, -5.5549], [-4.8266, 5.1185, 0.8727], [6.0316, -2.1013, -0.3139], [7.9449, -1.3653, -0.9326], [-4.1320, -3.6446, -1.7547], [-7.1888, 2.4993, -1.5947], [-3.9445, 4.6284, 0.4800], [-3.3173, 0.1203, 0.0264], [4.6449, -1.0367, 1.8900], [-1.9354, -3.1532, -4.3112], [-0.7976, 5.3306, 2.7126], [3.9857, -0.2885, 0.8432], [1.8886, 1.1841, 4.3873], [2.7919, 3.1962, -3.7973], [0.1744, 0.2245, -2.0658], [3.2808, 2.4907, -4.8901], [-3.6983, 0.3501, -0.9630], [-7.5953, 1.0163, -3.1077], [-1.9558, 3.3143, 0.8498], [-0.8601, 2.7748, -0.9085], [-4.8310, 1.0918, -4.5125], [-1.5331, 7.0583, 4.3124], [9.7095, -0.3746, -1.6473], [-2.5289, -6.8807, 3.9160], [-3.2752, -3.3894, -0.6966], [-4.5328, 0.8929, -3.4921], [1.6389, -2.3423, -4.1550], [-3.0859, 3.9628, 1.3426], [-2.1176, -6.5948, 2.9555], [-3.3266, 0.2645, -3.2184], [-0.6827, -5.5428, -0.4738], [1.9130, -3.0010, 3.1323], [-2.0071, 5.6487, 5.8623], [-1.0313, -2.7230, 0.1635], [-1.6367, 3.3382, 5.3081], [6.7192, 1.1148, -1.0924], [0.8648, 1.4901, 4.5921], [1.5032, -0.4242, 2.0886], [2.0747, -1.8536, -2.0365], [8.6716, -0.2641, -1.3606], [-5.3386, 1.2520, -2.4210], [0.1807, -2.8400, 1.9866], [-0.3282, 1.5209, 1.1918], [-1.0857, -5.8456, 0.4852], [8.4087, -2.3427, -0.8955]]
}


{
  "formula": "C5H10OS2",
  "method": "the ωB97M-V functional and the def2-TZVPD basis",
  "e_tot_ev": -29062.296,
  "e_lumo_ev": [0.04, 0.39],
  "spin_multiplicity": 1,
  "symbols": ["H", "C", "H", "H", "H", "C", "H", "H", "H", "O", "C", "C", "S", "H", "H", "S", "H", "C"],
  "coordinates": [[2.9069, 1.5557, 1.0044], [2.0202, 1.0768, 0.5952], [-4.3166, 1.3126, 0.2799], [3.0640, 0.2767, -1.1046], [2.9796, -0.8247, 0.2747], [1.2211, -0.7698, -0.9522], [1.4578, 1.8163, 0.0293], [-1.5801, -0.7470, 1.5125], [-3.3462, -1.3155, -0.1754], [-4.3981, 0.3503, 0.3217], [-0.9693, -0.4315, 0.6795], [2.4172, -0.0875, -0.3018], [-1.8399, 0.5322, -0.4827], [1.5525, -1.5265, -1.6631], [0.5779, -0.0488, -1.4577], [0.1637, -1.6632, 0.2398], [1.4020, 0.7332, 1.4212], [-3.3125, -0.2395, -0.2208]]
}